35
Properties=species:S:1:pos:R:3 method="wB97M-V/def2-TZVPD" multiplicity=1 total_charge=-1 homo_lumo_gap_ev=5.615 max_force_ha_per_bohr=0.101 de_lowest_kcal_mol=98.1 energy_ha=-3941.40317
C 0.02 0.58 2.44
N 0.91 1.57 2.93
N 1.90 1.89 3.38
C -1.39 0.96 2.60
C -2.40 -0.03 2.70
C -3.74 0.34 2.90
C -4.07 1.71 2.98
C -3.07 2.69 2.89
C -1.74 2.32 2.67
H 0.21 -0.46 2.72
H -2.11 -1.10 2.75
H -4.52 -0.44 2.99
H -5.12 2.00 3.03
H -3.32 3.75 2.99
H -0.97 3.08 2.72
O -1.03 1.11 -4.13
C -0.18 0.38 -3.93
Co 1.14 -0.78 -3.59
C 0.09 -2.14 -3.16
O -0.56 -3.06 -2.86
C 1.44 -0.94 -5.34
O 1.60 -1.09 -6.46
C 1.54 0.34 -1.88
C 1.29 -0.06 -0.61
C 0.44 0.06 0.47
Co 2.52 -1.09 -1.41
C 1.93 -2.57 -0.64
O 1.56 -3.53 -0.13
C 4.21 -1.12 -0.77
O 5.32 -1.30 -0.53
C 2.94 -1.88 -3.08
O 3.63 -2.57 -3.71
H 1.63 1.38 -2.16
H 0.13 -0.95 0.83
H -0.23 0.95 0.43